Entry 1:
7 unconnected molecules or ions with the total composition C49H40N2O14S, computed with the ωB97M-V functional and the def2-TZVPD basis.

Properties
2S+1: 1
SMILES: OCCc1nc2c(CCCS)cccc2nc1O.O=C1C=CC(=O)C=C1.O=C1C=CC(=O)C=C1.O=C1C=CC(=O)C=C1.O=C1C=CC(=O)C=C1.O=C1C=CC(=O)C=C1.O=C1C=CC(=O)C=C1
Highest occupied orbital energy (eV): -8.643
Frontier orbital gap (eV): 6.88

Cartesian coordinates (Å):
O1 1.6369 5.8752 4.8272
C1 0.3319 6.3586 4.4639
C2 0.0177 5.7429 3.0170
C3 0.0030 4.1835 3.2221
N1 1.1655 3.5225 3.0270
C4 1.0722 2.1594 3.2705
C5 2.3308 1.3471 3.0830
C6 3.6169 2.1172 2.5827
C7 4.9504 1.3241 2.8238
C8 6.2467 1.9750 2.1250
S1 5.9613 3.5873 1.2769
C9 2.3047 -0.0695 3.3497
C10 1.0318 -0.7639 3.7856
C11 -0.1528 0.0428 3.9183
C12 -0.1853 1.5321 3.6899
N2 -1.4156 2.1598 3.8606
C13 -1.2528 3.4757 3.6141
O2 -2.4050 4.2780 3.7672
H1 2.2309 6.6078 5.0542
H2 -0.3917 5.8409 5.1592
H3 0.2347 7.4730 4.4817
H4 -0.9786 6.1131 2.6524
H5 0.8091 6.0174 2.2764
H6 3.6493 3.1436 3.0427
H7 3.4737 2.2106 1.4645
H8 4.8355 0.3037 2.3645
H9 5.2176 1.1851 3.9059
H10 6.6664 1.2292 1.4001
H11 7.0195 2.1815 2.9194
H12 4.9731 3.4131 0.3225
H13 3.2409 -0.6577 3.2303
H14 1.0186 -1.8702 3.9567
H15 -1.1054 -0.4653 4.2244
H16 -2.5044 4.7426 2.9112
C14 2.0380 -3.1376 -1.5511
C15 2.6350 -3.0981 -0.3617
C16 1.8584 -3.2305 0.8919
O3 2.4030 -3.1917 1.9781
C17 0.3944 -3.4097 0.7723
C18 -0.2030 -3.4491 -0.4170
C19 0.5728 -3.3170 -1.6704
O4 0.0285 -3.3552 -2.7556
H17 2.5893 -3.0418 -2.4780
H18 3.7048 -2.9682 -0.2557
H19 -0.1575 -3.5055 1.6990
H20 -1.2717 -3.5789 -0.5217
C20 -1.4340 2.6770 0.2756
C21 -0.5371 1.7153 0.0620
C22 0.1394 1.5755 -1.2473
O5 0.9566 0.6978 -1.4450
C23 -0.2180 2.5459 -2.3073
C24 -1.1148 3.5071 -2.0923
C25 -1.7912 3.6464 -0.7827
O6 -2.6085 4.5247 -0.5823
H21 -1.9388 2.7936 1.2256
H22 -0.2638 0.9983 0.8273
H23 0.2866 2.4299 -3.2573
H24 -1.3874 4.2242 -2.8565
C26 -2.6572 -8.4373 -2.2199
C27 -2.3767 -7.7567 -1.1107
C28 -2.6064 -6.2961 -1.0274
O7 -2.3479 -5.6751 -0.0141
C29 -3.1607 -5.6228 -2.2231
C30 -3.4416 -6.3039 -3.3324
C31 -3.2122 -7.7630 -3.4159
O8 -3.4698 -8.3853 -4.4277
H25 -2.4953 -9.5050 -2.2996
H26 -1.9714 -8.2332 -0.2268
H27 -3.3225 -4.5552 -2.1446
H28 -3.8461 -5.8282 -4.2145
C32 -1.7477 -6.8785 -7.0289
C33 -1.8386 -7.5373 -8.1825
C34 -2.5938 -6.9804 -9.3275
O9 -2.6791 -7.5809 -10.3790
C35 -3.2426 -5.6621 -9.1409
C36 -3.1515 -5.0034 -7.9872
C37 -2.3960 -5.5609 -6.8425
O10 -2.3110 -4.9592 -5.7897
H29 -1.2007 -7.2708 -6.1812
H30 -1.3702 -8.5013 -8.3361
H31 -3.7899 -5.2698 -9.9887
H32 -3.6199 -4.0394 -7.8332
C38 4.4787 2.9538 -6.0360
C39 3.1751 3.1130 -5.8156
C40 2.6817 3.9768 -4.7195
O11 1.4919 4.1209 -4.5163
C41 3.6921 4.6579 -3.8787
C42 4.9960 4.4991 -4.0986
C43 5.4901 3.6350 -5.1953
O12 6.6777 3.4910 -5.3979
H33 4.8577 2.3257 -6.8322
H34 2.4224 2.6233 -6.4207
H35 3.3125 5.2860 -3.0824
H36 5.7484 4.9889 -3.4932
C44 -4.1410 1.2060 8.6439
C45 -5.2283 1.9714 8.7157
C46 -5.5462 2.9559 7.6555
O13 -6.5373 3.6555 7.7224
C47 -4.6100 3.0548 6.5134
C48 -3.5220 2.2894 6.4409
C49 -3.2042 1.3053 7.5004
O14 -2.2139 0.6049 7.4353
H37 -3.8924 0.4817 9.4095
H38 -5.9239 1.9115 9.5435
H39 -4.8581 3.7789 5.7475
H40 -2.8269 2.3503 5.6120

These are the Mulliken partial charges, in e, on atoms 1 to 99: O -0.51; C -0.41; C -0.99; C 0.59; N -0.31; C 0.32; C 0.56; C -0.16; C -0.35; C -0.60; S -0.23; C -0.69; C -0.94; C -0.28; C 0.24; N -0.50; C 0.17; O -0.55; H 0.30; H 0.20; H 0.38; H 0.39; H 0.33; H 0.50; H 0.11; H 0.13; H 0.31; H 0.32; H 0.31; H 0.10; H 0.14; H 0.49; H 0.35; H 0.37; C -0.45; C -0.37; C 0.49; O -0.61; C -0.27; C -0.43; C 0.34; O -0.58; H 0.42; H 0.45; H 0.47; H 0.51; C -0.24; C -0.26; C 0.09; O -0.58; C -0.44; C -0.48; C 0.22; O -0.59; H 0.66; H 0.53; H 0.59; H 0.48; C -0.47; C -0.49; C 0.52; O -0.57; C -0.17; C -0.18; C 0.35; O -0.56; H 0.42; H 0.43; H 0.37; H 0.37; C -0.12; C -0.47; C 0.35; O -0.55; C -0.35; C -0.42; C 0.47; O -0.54; H 0.43; H 0.40; H 0.40; H 0.42; C -0.37; C -0.37; C 0.56; O -0.57; C -0.41; C -0.34; C 0.33; O -0.54; H 0.41; H 0.42; H 0.45; H 0.43; C -0.47; C -0.40; C 0.24; O -0.55; C -0.31

Entry 2:
A molecular structure, C49H40N3O4Ru, computed with the ωB97M-V functional and the def2-TZVPD basis.

Properties
2S+1: 1
Highest occupied orbital energy (alpha / beta) (eV): -10.640 / -10.632
Charge: +1
Frontier orbital gap (alpha / beta) (eV): 5.35 / 5.33

Cartesian coordinates (Å):
Ru1 0.0920 -0.2121 -0.0491
C1 0.0494 -1.0902 4.2272
C2 -0.3337 -1.0040 2.8857
N1 0.5003 -0.6242 1.9326
C3 1.7797 -0.3141 2.2640
C4 2.2570 -0.3845 3.5972
C5 1.3377 -0.7845 4.5901
C6 3.5986 -0.0367 3.8531
C7 4.4006 0.4059 2.8291
C8 3.9362 0.4947 1.5162
C9 2.6414 0.0964 1.2029
N2 2.0298 0.0974 -0.0238
C10 2.6729 0.0407 -1.2276
C11 4.0088 -0.2561 -1.4905
C12 4.4953 -0.2114 -2.7980
C13 3.6939 0.1466 -3.8551
C14 2.3229 0.3974 -3.6492
C15 1.4171 0.7509 -4.6694
C16 0.0970 0.9492 -4.3500
C17 -0.3427 0.7143 -3.0439
N3 0.4760 0.3551 -2.0702
C18 1.8024 0.2702 -2.3377
H1 -0.6762 -1.4057 4.9587
H2 -1.3415 -1.2528 2.5813
H3 1.6607 -0.8450 5.6184
H4 3.9769 -0.1011 4.8611
H5 5.4167 0.7031 3.0369
H6 4.5718 0.9287 0.7629
H7 4.6696 -0.5686 -0.6985
H8 5.5322 -0.4557 -2.9745
H9 4.0931 0.2198 -4.8544
H10 1.7725 0.8685 -5.6819
H11 -0.6186 1.2468 -5.0994
H12 -1.3917 0.8058 -2.7971
C19 -6.2200 -0.2571 -1.9449
C20 -5.7501 0.0154 -0.5109
C21 -6.9499 0.3160 0.3896
O1 -4.8470 1.1050 -0.5058
C22 -3.5297 0.6293 -0.4274
C23 -3.6978 -0.7502 0.2533
O2 -5.0365 -1.0910 0.0271
C24 -2.7169 -1.8530 -0.2677
O3 -1.4653 -1.4126 -0.0095
C25 -2.9044 -2.1575 -1.7610
C26 -1.8181 -2.0335 -2.6170
C27 -1.9386 -2.3362 -3.9614
C28 -3.1435 -2.8044 -4.4570
C29 -4.2146 -2.9777 -3.5965
C30 -4.0984 -2.6705 -2.2508
C31 -2.9080 -3.2077 0.4460
C32 -3.7371 -3.3993 1.5391
C33 -3.8277 -4.6516 2.1300
C34 -3.1000 -5.7190 1.6369
C35 -2.2718 -5.5300 0.5436
C36 -2.1671 -4.2806 -0.0385
C37 -2.6207 1.7094 0.2695
O4 -1.3074 1.5123 0.0484
C38 -2.9310 1.7495 1.7826
C39 -1.8691 1.7278 2.6757
C40 -2.1012 1.8325 4.0354
C41 -3.3938 1.9625 4.5104
C42 -4.4547 1.9861 3.6213
C43 -4.2240 1.9006 2.2574
C44 -2.9325 3.1259 -0.2758
C45 -2.5714 4.2296 0.4876
C46 -2.7740 5.5139 0.0149
C47 -3.3246 5.7133 -1.2393
C48 -3.6693 4.6185 -2.0107
C49 -3.4625 3.3308 -1.5419
H13 -6.7964 0.5973 -2.2897
H14 -6.8382 -1.1487 -1.9712
H15 -5.3669 -0.4013 -2.6029
H16 -7.3828 1.2704 0.1057
H17 -6.6356 0.3507 1.4291
H18 -7.6880 -0.4727 0.2776
H19 -3.1075 0.4670 -1.4369
H20 -3.5113 -0.6483 1.3364
H21 -0.8524 -1.7405 -2.2133
H22 -1.0819 -2.2246 -4.6103
H23 -3.2375 -3.0621 -5.5013
H24 -5.1453 -3.3773 -3.9697
H25 -4.9256 -2.8360 -1.5810
H26 -4.3360 -2.5925 1.9282
H27 -4.4807 -4.7880 2.9791
H28 -3.1831 -6.6935 2.0940
H29 -1.7122 -6.3569 0.1341
H30 -1.5110 -4.1386 -0.8846
H31 -0.8586 1.6709 2.2915
H32 -1.2636 1.8171 4.7180
H33 -3.5705 2.0630 5.5691
H34 -5.4656 2.0943 3.9863
H35 -5.0450 1.9764 1.5640
H36 -2.1360 4.0915 1.4650
H37 -2.4998 6.3570 0.6306
H38 -3.4844 6.7135 -1.6121
H39 -4.0997 4.7579 -2.9920
H40 -3.7482 2.5011 -2.1666

Formally, the Mulliken partial charges of the atoms, in units of the elementary charge, are as follows: Ru 1.05; C -1.07; C -0.12; N 0.43; C 0.22; C 1.15; C -0.81; C -0.88; C -1.00; C -0.59; C -0.10; N 0.11; C -0.13; C -0.61; C -1.06; C -0.77; C 0.86; C -0.84; C -1.40; C -0.05; N 0.63; C 0.42; H 0.54; H 0.57; H 0.47; H 0.45; H 0.41; H 0.84; H 0.79; H 0.41; H 0.45; H 0.47; H 0.53; H 0.65; C -1.78; C 1.19; C -1.84; O -0.32; C -0.71; C -0.71; O -0.37; C 2.13; O -0.04; C -0.24; C -0.38; C -0.72; C -0.84; C -0.83; C -0.95; C -0.37; C -0.32; C -1.01; C -0.58; C -0.90; C -0.37; C 2.99; O -0.83; C -0.69; C -0.11; C -0.88; C -0.91; C -1.04; C -0.49; C -0.19; C -0.49; C -0.92; C -0.58; C -1.11; C -0.05; H 0.50; H 0.37; H 0.27; H 0.36; H 0.44; H 0.47; H 0.22; H 1.38; H 0.65; H 0.54; H 0.42; H 0.48; H 0.65; H 0.53; H 0.45; H 0.44; H 0.45; H 0.44; H 0.83; H 0.53; H 0.42; H 0.48; H 0.82; H 0.40; H 0.45; H 0.43; H 0.44; H 0.32

Maximum force for the records above, in order: 4.23, 4.76 eV/A
Energy for the records above, in order: -3451.988070, -2451.104282 hartree